Entry one
C12H11Cl2IrN6O4Te as an isolated structure, computed with ωB97M-V with the def2-TZVPD basis set.

Last column: Mulliken spin population.
Atoms and positions in Å:
Ir  -0.243  -0.117  0.100  -0.015
O  -4.804  2.619  2.588  0.000
C  -3.651  3.026  3.087  0.000
O  -3.562  3.835  3.970  0.000
C  -2.398  2.434  2.513  0.001
C  -1.138  2.790  2.964  -0.001
N  -0.239  2.104  2.249  0.015
N  -0.846  1.325  1.350  0.011
C  -2.158  1.505  1.491  -0.004
C  -3.041  0.700  0.577  -0.002
O  -4.255  0.810  0.644  0.000
O  -2.394  -0.080  -0.221  -0.004
H  -4.694  1.954  1.861  0.000
H  -0.862  3.481  3.743  -0.001
H  0.776  2.088  2.302  -0.010
Cl  1.897  0.401  -2.262  0.008
C  0.819  1.616  -2.923  0.000
Cl  -0.588  1.793  -1.820  0.003
H  0.447  1.297  -3.889  0.001
H  1.333  2.568  -2.979  0.001
N  -1.952  -3.342  1.678  0.000
C  -1.782  -2.719  2.897  0.018
C  -1.057  -1.594  2.665  0.006
N  -0.793  -1.537  1.317  -0.017
C  -1.341  -2.599  0.746  0.005
C  -1.197  -2.674  -0.691  0.009
N  -0.463  -1.714  -1.242  0.002
C  -0.538  -1.895  -2.600  0.001
C  -1.317  -2.981  -2.855  0.000
N  -1.726  -3.466  -1.635  0.000
H  -2.438  -4.212  1.535  0.000
H  -2.183  -3.124  3.808  0.001
H  -0.708  -0.846  3.354  -0.016
H  -0.026  -1.257  -3.295  0.000
H  -1.619  -3.435  -3.781  0.000
H  -2.348  -4.245  -1.498  0.000
Te  2.076  -0.161  1.301  0.990

Frontier orbital gap (spin up / spin down) ... 7.36 / 6.07 eV
Multiplicity ... 2
Total charge ... +1
LUMO level (spin up / spin down) ... -3.5 / -4.5 eV


Entry two
C12H11Cl2IrN6O4Te as an isolated structure, computed with ωB97M-V with the def2-TZVPD basis set.

Last column: Mulliken spin population.
Atoms and positions in Å:
Ir  -0.750  -0.462  -0.488  -0.100
O  0.935  1.914  4.612  0.000
C  0.356  0.744  4.805  0.000
O  0.212  0.244  5.887  0.000
C  -0.165  0.034  3.594  0.002
C  -0.817  -1.185  3.654  -0.001
N  -1.158  -1.530  2.403  0.010
N  -0.749  -0.598  1.537  0.018
C  -0.145  0.357  2.229  0.000
C  0.389  1.505  1.415  -0.003
O  0.992  2.405  1.985  0.000
O  0.169  1.415  0.155  -0.005
H  0.925  2.199  3.662  0.000
H  -1.056  -1.797  4.508  0.000
H  -1.605  -2.367  2.046  -0.001
Cl  -3.079  0.037  -0.491  0.014
C  -3.505  1.830  -0.593  -0.004
Cl  -2.332  2.752  -1.469  0.001
H  -3.591  2.166  0.433  0.000
H  -4.456  1.828  -1.112  0.001
N  3.096  -0.796  -1.749  -0.003
C  3.416  -1.103  -0.447  0.010
C  2.240  -1.183  0.232  -0.007
N  1.222  -0.941  -0.651  -0.010
C  1.761  -0.701  -1.837  0.018
C  0.832  -0.342  -2.886  0.005
N  -0.427  -0.189  -2.504  0.027
C  -1.171  0.048  -3.626  0.001
C  -0.338  0.047  -4.703  0.004
N  0.923  -0.203  -4.219  0.001
H  3.759  -0.642  -2.490  0.000
H  4.433  -1.238  -0.127  0.000
H  2.066  -1.411  1.269  -0.004
H  -2.234  0.205  -3.587  0.001
H  -0.526  0.201  -5.750  0.000
H  1.754  -0.297  -4.780  0.000
Te  -1.376  -2.946  -0.917  1.028

Frontier orbital gap (spin up / spin down) ... 7.60 / 6.09 eV
Multiplicity ... 2
Total charge ... +1
LUMO level (spin up / spin down) ... -3.4 / -4.7 eV


Ranked by calculated energy, most stable first: entry two, entry one.


Entry one
A 10-piece molecular cluster, C5H30N10O10 overall, computed with ωB97M-V with the def2-TZVPD basis set.

Last column: natural (NBO) charge in e.
Atoms and positions in Å:
N  -4.284  -0.196  0.385  -0.820
C  -3.724  -0.596  -0.789  0.797
N  -4.250  -0.104  -1.930  -0.819
O  -2.800  -1.425  -0.797  -0.759
H  -3.894  -0.606  1.216  0.428
H  -5.055  0.443  0.368  0.396
H  -4.905  0.655  -1.933  0.393
H  -3.924  -0.445  -2.815  0.421
N  0.542  2.103  -0.018  -0.861
C  -0.563  2.671  0.541  0.772
N  -1.226  3.591  -0.230  -0.854
O  -0.930  2.412  1.678  -0.682
H  1.166  1.608  0.593  0.405
H  0.844  2.354  -0.943  0.412
H  -1.907  4.137  0.260  0.408
H  -0.950  3.791  -1.174  0.396
N  4.255  3.288  -0.933  -0.870
C  3.482  2.861  -1.994  0.767
N  2.928  1.626  -1.829  -0.888
O  3.301  3.570  -2.970  -0.663
H  4.600  4.228  -0.976  0.401
H  4.726  2.652  -0.317  0.378
H  2.387  1.217  -2.585  0.450
H  3.052  1.211  -0.921  0.402
N  -1.368  -1.329  2.433  -0.888
C  -2.371  -1.444  3.378  0.760
N  -3.169  -2.553  3.252  -0.875
O  -2.517  -0.618  4.259  -0.663
H  -0.950  -0.413  2.412  0.421
H  -1.380  -1.931  1.628  0.395
H  -2.876  -3.281  2.621  0.425
H  -3.889  -2.541  3.950  0.411
N  1.925  -1.162  2.467  -0.822
C  2.705  -0.244  1.841  0.789
N  3.411  0.590  2.654  -0.833
O  2.768  -0.190  0.610  -0.751
H  1.449  -1.830  1.887  0.422
H  1.871  -1.230  3.467  0.403
H  4.191  1.103  2.288  0.408
H  3.283  0.641  3.649  0.401
O  -2.807  -3.786  0.486  -0.983
H  -2.709  -2.901  0.077  0.501
H  -1.959  -4.221  0.351  0.466
O  -1.092  -0.776  -3.428  -0.962
H  -1.562  -1.468  -3.902  0.464
H  -0.957  -1.143  -2.541  0.497
O  1.933  -0.389  -3.671  -0.968
H  1.180  -0.853  -3.287  0.490
H  2.693  -0.957  -3.495  0.491
O  3.202  -2.030  -1.726  -0.971
H  2.969  -1.394  -1.034  0.498
H  3.676  -2.730  -1.270  0.470
O  -0.089  -0.964  -0.638  -0.980
H  -0.965  -0.656  -0.371  0.491
H  0.533  -0.348  -0.234  0.485

Frontier orbital gap ... 9.55 eV
SMILES string ... NC(N)=O.NC(N)=O.NC(N)=O.NC(N)=O.NC(N)=O.O.O.O.O.O
Total charge ... 0
LUMO level ... 0.1 eV


Entry two
A 10-piece molecular cluster, C5H30N10O10 overall, computed with ωB97M-V with the def2-TZVPD basis set.

Last column: natural (NBO) charge in e.
Atoms and positions in Å:
N  -2.475  -4.209  -0.792  -0.848
C  -3.332  -3.396  -1.437  0.761
N  -2.945  -2.118  -1.597  -0.866
O  -4.428  -3.796  -1.851  -0.687
H  -2.750  -5.150  -0.580  0.407
H  -1.688  -3.807  -0.310  0.393
H  -2.053  -1.822  -1.206  0.410
H  -3.610  -1.472  -1.979  0.402
N  0.440  1.104  4.111  -0.855
C  1.472  0.737  3.314  0.768
N  1.237  0.852  1.991  -0.867
O  2.531  0.348  3.811  -0.688
H  -0.357  1.511  3.648  0.394
H  0.584  1.185  5.099  0.406
H  0.268  0.978  1.709  0.426
H  1.933  0.499  1.364  0.383
N  -3.511  0.668  3.056  -0.841
C  -2.414  0.338  2.316  0.787
N  -2.397  -0.989  2.017  -0.835
O  -1.564  1.096  1.830  -0.728
H  -3.922  -0.114  3.522  0.396
H  -3.620  1.644  3.276  0.416
H  -1.813  -1.371  1.288  0.441
H  -3.177  -1.469  2.419  0.374
N  2.146  1.760  -3.615  -0.855
C  1.605  2.962  -3.853  0.758
N  1.874  3.949  -2.950  -0.868
O  0.807  3.239  -4.753  -0.667
H  2.626  1.584  -2.744  0.415
H  1.950  0.981  -4.216  0.414
H  1.471  4.860  -3.046  0.419
H  2.779  3.778  -2.534  0.380
N  1.587  -1.003  -0.416  -0.847
C  0.250  -0.926  -0.406  0.814
N  -0.159  0.274  -0.921  -0.839
O  -0.577  -1.836  -0.164  -0.784
H  2.138  -1.809  -0.159  0.434
H  2.004  -0.084  -0.300  0.409
H  0.601  0.794  -1.326  0.410
H  -1.106  0.462  -1.194  0.417
O  0.580  3.086  -0.361  -0.981
H  -0.170  2.494  -0.220  0.498
H  0.427  3.463  -1.233  0.481
O  1.459  -3.895  0.709  -0.974
H  1.404  -4.693  0.173  0.479
H  0.707  -3.356  0.430  0.497
O  2.985  1.451  -0.771  -0.979
H  2.727  2.303  -0.387  0.520
H  3.764  1.181  -0.268  0.496
O  4.108  -2.827  0.664  -0.959
H  3.285  -3.206  1.007  0.496
H  4.273  -3.308  -0.153  0.463
O  -2.300  2.337  -0.845  -0.954
H  -2.866  1.610  -0.569  0.475
H  -2.787  3.129  -0.600  0.486

Frontier orbital gap ... 9.34 eV
SMILES string ... NC(N)=O.NC(N)=O.NC(N)=O.NC(N)=O.NC(N)=O.O.O.O.O.O
Total charge ... 0
LUMO level ... 0.0 eV


Ranked by calculated energy, most stable first: entry one, entry two.